[1]
{"formula": "C4H8N2O", "method": "ωB97M-V/def2-TZVPD", "de_lowest_kcal_mol": 22.23, "spin_multiplicity": 1, "charge": 0, "homo_ev": -8.8, "orbital_gap_ha": 0.3485, "species": ["C", "C", "C", "N", "C", "N", "H", "H", "H", "H", "H", "H", "O", "H", "H"], "xyz": [[-0.1432, -1.4774, 1.5496], [0.2438, -0.3062, 0.7113], [1.2015, -0.1120, -0.2425], [1.3109, 1.2094, -0.5854], [0.4474, 1.8293, 0.1718], [-0.2048, 0.9628, 0.9853], [0.5211, -1.6265, 2.3944], [-1.1777, -1.3581, 1.8744], [-0.0735, -2.3930, 0.9532], [1.7341, -0.8456, -0.8125], [0.1657, 2.8674, 0.1224], [-0.9559, 1.1693, 1.6195], [-1.9742, -1.3412, -2.3047], [-1.9670, -1.1029, -1.3636], [-1.1460, -1.0026, -2.6599]]}

=====

[2]
{"formula": "C28H46O19P", "method": "ωB97M-V/def2-TZVPD", "spin_multiplicity": 1, "charge": -1, "homo_ev": -4.2, "orbital_gap_ha": 0.2112, "species": ["C", "C", "P", "C", "C", "C", "O", "O", "O", "C", "C", "C", "O", "H", "H", "H", "H", "H", "H", "H", "H", "H", "H", "H", "H", "H", "H", "H", "H", "C", "C", "C", "O", "C", "O", "O", "H", "H", "H", "H", "H", "H", "C", "C", "C", "O", "C", "O", "O", "H", "H", "H", "H", "H", "H", "C", "C", "C", "O", "C", "O", "O", "H", "H", "H", "H", "H", "H", "C", "C", "C", "O", "C", "O", "O", "H", "H", "H", "H", "H", "H", "C", "C", "C", "O", "C", "O", "O", "H", "H", "H", "H", "H", "H"], "xyz": [[-0.5437, -3.1029, 5.8369], [-1.2242, -4.0829, 5.2594], [-2.1752, -5.6209, 4.5626], [-3.2313, -7.0828, 3.9087], [-2.5067, -8.5215, 3.9753], [-2.2680, -9.0886, 5.4578], [-2.5167, -8.4910, 6.5406], [-1.7572, -10.4554, 5.5337], [-1.0300, -5.7807, 3.2572], [-1.3644, -4.9614, 2.1134], [-0.4715, -5.5289, 0.8664], [-0.6503, -7.1391, 0.8966], [-0.9044, -5.0200, -0.4239], [0.1241, -2.5130, 6.5718], [-3.0272, -4.7067, 3.8454], [-3.0924, -5.5201, 5.6913], [-1.3194, -6.4925, 5.3618], [-4.2102, -7.1820, 4.5332], [-3.4842, -6.8876, 2.8002], [-3.2330, -9.2773, 3.4624], [-1.5530, -8.5361, 3.3196], [-0.9906, -10.4038, 6.1550], [-2.4591, -5.0247, 1.7707], [-1.0761, -3.8443, 2.3054], [0.6179, -5.2954, 1.1355], [-0.2801, -7.5421, -0.1249], [-0.0112, -7.6386, 1.7229], [-1.7551, -7.3991, 1.0949], [-0.3317, -5.4641, -1.1059], [2.8829, -0.7024, -1.1923], [2.8911, -1.6773, -0.0364], [2.7925, -3.1175, -0.4490], [2.2130, -3.7193, 0.7007], [1.4747, -2.7483, 1.3163], [0.7044, -2.9426, 2.2142], [1.7292, -1.5233, 0.7705], [3.8140, -0.7603, -1.7618], [2.0473, -0.8961, -1.8711], [2.7579, 0.3204, -0.8261], [3.7659, -1.4980, 0.5994], [3.7678, -3.5574, -0.6687], [2.1247, -3.2826, -1.3005], [2.1124, 4.5497, -0.4910], [3.1471, 3.9188, 0.4167], [4.4141, 4.7115, 0.5394], [5.3648, 3.7051, 0.8643], [4.8989, 2.5426, 0.3202], [5.5336, 1.5256, 0.2429], [3.6188, 2.6894, -0.1253], [1.6877, 5.4448, -0.0383], [2.5441, 4.8206, -1.4579], [1.3043, 3.8433, -0.6971], [2.7078, 3.7049, 1.3960], [4.3607, 5.4662, 1.3266], [4.7218, 5.1903, -0.3956], [-0.4156, 2.4907, 4.8147], [0.4687, 3.6950, 4.5762], [-0.1972, 5.0088, 4.8639], [0.5261, 5.9007, 4.0239], [0.9782, 5.1601, 2.9725], [1.4727, 5.6191, 1.9768], [0.7938, 3.8288, 3.1955], [-0.5935, 2.3403, 5.8823], [-1.3810, 2.6010, 4.3131], [0.0480, 1.5886, 4.4053], [1.4076, 3.5872, 5.1315], [-0.1081, 5.3023, 5.9117], [-1.2515, 5.0366, 4.5725], [-2.6608, 5.5053, -4.1830], [-1.6241, 4.8795, -3.2754], [-0.3584, 5.6766, -3.1541], [0.5963, 4.6752, -2.8263], [0.1353, 3.5100, -3.3671], [0.7739, 2.4966, -3.4426], [-1.1456, 3.6504, -3.8133], [-3.0889, 6.4031, -3.7291], [-2.2310, 5.7761, -5.1500], [-3.4674, 4.7966, -4.3875], [-2.0631, 4.6661, -2.2937], [-0.4143, 6.4329, -2.3682], [-0.0519, 6.1546, -4.0899], [-0.6588, 3.0485, -9.5812], [-0.9631, 3.6651, -8.2339], [-1.7789, 2.7871, -7.3310], [-2.4217, 3.7373, -6.4923], [-2.5311, 4.8850, -7.2181], [-3.1840, 5.8392, -6.8878], [-1.8039, 4.8072, -8.3697], [0.0540, 2.2258, -9.4837], [-1.5664, 2.6681, -10.0582], [-0.2399, 3.7981, -10.2589], [-0.0342, 3.9898, -7.7510], [-1.1628, 2.1032, -6.7434], [-2.5477, 2.2136, -7.8579]]}

=====

[3]
{"formula": "C2H2FZn", "method": "ωB97M-V/def2-TZVPD", "de_lowest_kcal_mol": 0.00, "spin_multiplicity": 1, "charge": 1, "homo_ev": -15.3, "orbital_gap_ha": 0.2700, "species": ["F", "H", "C", "C", "H", "Zn"], "xyz": [[-1.8176, 0.3063, -0.0658], [-0.1436, -1.5072, -0.0827], [0.3723, -0.5384, 0.0728], [-0.4612, 0.4932, 0.0956], [-0.2272, 1.5560, -0.0024], [2.2773, -0.3099, -0.0176]]}

=====

[4]
{"formula": "C34H28MgN6S4", "method": "ωB97M-V/def2-TZVPD", "spin_multiplicity": 1, "charge": 0, "homo_ev": -7.8, "orbital_gap_ha": 0.2571, "species": ["Mg", "S", "C", "N", "C", "C", "N", "C", "C", "C", "C", "C", "C", "C", "C", "S", "C", "C", "C", "C", "C", "C", "C", "H", "H", "H", "H", "H", "H", "H", "H", "H", "H", "H", "H", "H", "H", "H", "H", "H", "H", "S", "C", "C", "C", "C", "C", "C", "C", "C", "C", "N", "H", "H", "H", "H", "H", "H", "N", "C", "C", "C", "C", "C", "N", "C", "H", "H", "H", "H", "S", "C", "N"], "xyz": [[-1.3358, -1.1174, -0.6097], [-0.4384, -0.4082, 1.8765], [0.9955, 0.2330, 1.3336], [1.5731, 1.2655, 1.9538], [2.8583, 1.7590, 1.5141], [2.9121, 1.7095, -0.0021], [2.6328, 0.3568, -0.4274], [3.3656, -0.1176, -1.5834], [4.7787, -0.4460, -1.1701], [4.9801, -1.4560, -0.2346], [6.2518, -1.7430, 0.2231], [7.3377, -1.0249, -0.2499], [7.1464, -0.0235, -1.1853], [5.8704, 0.2717, -1.6393], [1.7007, -0.3735, 0.1983], [1.4083, -1.9611, -0.1780], [0.9423, 1.9707, 3.0511], [0.4829, 3.3365, 2.6091], [1.1888, 4.4742, 2.9763], [0.7617, 5.7258, 2.5682], [-0.3733, 5.8480, 1.7862], [-1.0748, 4.7167, 1.4044], [-0.6460, 3.4655, 1.8078], [3.6639, 1.1441, 1.9445], [2.9719, 2.7857, 1.8616], [3.9070, 1.9845, -0.3566], [2.1740, 2.4037, -0.4265], [3.3435, 0.6655, -2.3480], [2.8595, -1.0086, -1.9642], [4.1305, -2.0161, 0.1236], [6.3957, -2.5252, 0.9525], [8.3325, -1.2522, 0.1017], [7.9912, 0.5368, -1.5564], [5.7282, 1.0566, -2.3688], [1.6601, 2.0466, 3.8738], [0.0882, 1.3711, 3.3740], [2.0669, 4.3829, 3.6010], [1.3172, 6.6039, 2.8613], [-0.7153, 6.8263, 1.4836], [-1.9544, 4.8126, 0.7865], [-1.1863, 2.5803, 1.5042], [-3.1199, -4.2705, -3.1266], [-1.7585, -5.0522, -2.4367], [-0.9635, -4.2010, -1.7256], [-1.4330, -2.8682, -1.6979], [-2.5955, -2.7509, -2.4055], [-3.3333, -1.5409, -2.5720], [-4.3364, -1.3881, -3.5411], [-4.9840, -0.1793, -3.6535], [-4.6201, 0.8612, -2.8047], [-3.6170, 0.6314, -1.8810], [-3.0032, -0.5323, -1.7544], [-1.6326, -6.1069, -2.5983], [-0.0593, -4.5231, -1.2335], [-4.5678, -2.2162, -4.1944], [-5.7532, -0.0364, -4.3971], [-5.1000, 1.8264, -2.8675], [-3.2819, 1.4182, -1.2149], [-4.7707, -6.2352, 1.5313], [-4.5484, -5.1116, 1.5232], [-4.3110, -3.7164, 1.5197], [-5.1881, -2.8474, 2.1696], [-4.9163, -1.4926, 2.1184], [-3.8021, -1.0576, 1.4118], [-2.9724, -1.8838, 0.7946], [-3.2052, -3.1796, 0.8542], [-6.0484, -3.2309, 2.6985], [-5.5610, -0.7836, 2.6137], [-3.5617, -0.0039, 1.3455], [-2.4947, -3.8228, 0.3546], [0.0875, 3.2120, -1.6862], [-0.2276, 1.6796, -1.4221], [-0.4138, 0.5425, -1.1930]]}

=====

[5]
{"formula": "C39H46P2V", "method": "ωB97M-V/def2-TZVPD", "de_lowest_kcal_mol": 16.45, "spin_multiplicity": 2, "charge": 2, "homo_ev": [-13.6, -13.1], "s2": 0.821, "orbital_gap_ha": [0.2682, 0.2549], "species": ["V", "C", "C", "C", "C", "C", "C", "C", "C", "C", "H", "H", "H", "H", "H", "H", "H", "H", "H", "H", "H", "H", "H", "H", "H", "P", "P", "C", "C", "C", "C", "C", "C", "C", "C", "C", "C", "C", "C", "C", "C", "C", "C", "C", "C", "C", "C", "C", "C", "C", "C", "C", "C", "H", "H", "H", "H", "H", "H", "H", "H", "H", "H", "H", "H", "H", "H", "H", "H", "H", "H", "H", "H", "H", "H", "C", "C", "C", "C", "H", "H", "H", "H", "H", "H", "H", "H", "H"], "xyz": [[-0.5150, 1.2613, -1.5436], [-1.7545, 0.9266, -5.8181], [-1.8109, -0.4007, -5.6618], [-1.1634, -1.3603, -6.6144], [0.3096, -1.0732, -7.0349], [1.1426, -0.1589, -6.1879], [1.0849, 1.1777, -6.2101], [0.1871, 1.9515, -7.1160], [-1.3019, 1.5604, -7.0990], [1.2083, -0.1446, -0.2001], [-2.0692, 1.6552, -5.0681], [-2.4199, -0.8764, -4.8882], [-1.7545, -1.3866, -7.5513], [-1.2081, -2.3750, -6.1743], [0.8185, -2.0482, -6.9837], [0.3291, -0.7580, -8.0932], [1.9127, -0.7112, -5.6319], [1.7605, 1.7985, -5.6363], [0.5011, 1.8310, -8.1616], [0.2491, 3.0245, -6.8719], [-1.8928, 2.4839, -7.1983], [-1.5319, 0.8875, -7.9411], [0.7518, 0.7274, 0.2909], [2.1465, -0.3764, 0.3363], [0.6285, -1.0691, -0.0086], [-1.6512, -0.6380, -2.1571], [1.8328, 0.1202, -1.8738], [-0.3485, -1.1290, -3.3003], [0.9448, -0.6869, -3.1892], [-2.5602, -2.1233, -1.8050], [-2.9124, -3.0015, -2.8346], [-3.6457, -4.1493, -2.5419], [-3.9801, -4.4331, -1.2130], [-3.5718, -3.5845, -0.1777], [-2.8592, -2.4284, -0.4652], [-2.8408, 0.6545, -2.7336], [-2.3323, 1.9903, -2.8514], [-3.2564, 3.0559, -2.9882], [-4.6191, 2.8086, -2.8449], [-5.1173, 1.5096, -2.6567], [-4.2250, 0.4420, -2.6108], [3.2752, -0.9749, -1.7811], [3.0337, -2.2802, -1.3161], [4.1037, -3.0927, -0.9543], [5.4110, -2.6323, -1.1260], [5.6401, -1.3766, -1.6885], [4.5745, -0.5335, -2.0229], [2.4920, 1.8012, -2.1767], [2.5659, 2.8439, -1.2212], [2.8951, 4.1525, -1.6116], [3.1008, 4.4565, -2.9654], [3.0818, 3.4181, -3.9065], [2.9095, 2.0956, -3.4916], [-0.5566, -1.9596, -3.9906], [1.6557, -1.1898, -3.8453], [-2.6279, -2.7555, -3.8562], [-3.9762, -4.7932, -3.3589], [-4.5781, -5.3139, -0.9844], [-3.8414, -3.8011, 0.8533], [-2.5439, -1.7267, 0.3078], [-1.2423, 2.1406, -3.0775], [-2.8949, 4.0680, -3.2097], [-5.3208, 3.6379, -2.8900], [-6.1921, 1.3154, -2.5649], [-4.5777, -0.5758, -2.4532], [2.0015, -2.6267, -1.1847], [3.8978, -4.0733, -0.5312], [6.2454, -3.2668, -0.8263], [6.6559, -1.0293, -1.8661], [4.7521, 0.4600, -2.4437], [2.3418, 2.6258, -0.1701], [2.9794, 4.9433, -0.8615], [3.2949, 5.4851, -3.2843], [3.2217, 3.6356, -4.9729], [3.0633, 1.2764, -4.2059], [-1.3412, 0.0463, 2.2095], [-2.1820, 1.0061, 1.3499], [-3.1626, 1.7986, 2.2525], [-1.2700, 1.8446, 0.4514], [-0.4490, 0.5367, 2.6210], [-0.9997, -0.8123, 1.6261], [-1.9184, -0.3510, 3.0492], [-2.8208, 0.4115, 0.6653], [-2.6617, 2.4932, 2.9411], [-3.8791, 2.3795, 1.6628], [-3.7473, 1.1036, 2.8659], [-1.8038, 2.6444, -0.1059], [-0.4805, 2.2828, 1.0910]]}

=====

Electronic energy readings, ordered: -341.96822, -2865.30635, -1956.20777, -3433.91057, -3139.60154 hartree